(1)
C30H52Cl2FN7O6S | ωB97M-V with the def2-TZVPD basis set

Calculated total energy: -93253.371 eV
SMILES string: CCOCc1c(C[C@@H](C)F)cc2nsnc2c1/C(Cl)=C(/C)Cl.CNC(C)=O.CNC(C)=O.CNC(C)=O.CNC(C)=O.CNC(C)=O

Each line ends with the Löwdin charge.
CARTESIAN COORDINATES (ANGSTROEM)
C -0.36 -1.92 2.58  -0.0951
C 0.75 -1.08 1.71  -0.2456
O 0.03 -0.49 0.54  -0.2255
C 0.95 -0.54 -0.64  -0.1669
C 2.39 0.22 -0.38  -0.0132
C 3.88 -0.44 -0.75  -0.0476
C 3.92 -1.93 -1.44  -0.1408
C 5.29 -2.79 -1.15  -0.2704
C 4.99 -3.76 0.14  -0.0731
F 5.47 -3.69 -2.35  -0.1415
C 5.29 0.41 -0.45  0.0463
C 5.30 1.93 0.24  -0.2161
N 6.50 2.83 0.57  -0.3141
S 5.82 4.29 1.28  0.8391
N 4.09 3.94 1.18  -0.3054
C 3.83 2.57 0.59  -0.1698
C 2.43 1.76 0.28  -0.0686
C 1.02 2.57 0.66  -0.5301
Cl 0.45 2.87 2.40  0.5621
C 0.22 3.02 -0.55  -0.5264
C -1.22 3.80 -0.44  -0.1359
Cl 0.89 2.69 -2.28  0.5285
H 0.02 -2.21 3.67  0.0897
H -1.34 -1.26 2.60  0.0733
H -0.66 -2.92 2.02  0.0848
H 1.63 -1.80 1.40  0.1270
H 1.21 -0.26 2.42  0.0911
H 1.06 -1.70 -0.87  0.1292
H 0.41 -0.09 -1.60  0.1232
H 3.02 -2.62 -1.17  0.1079
H 3.84 -1.75 -2.62  0.1409
H 6.27 -2.16 -1.08  0.1293
H 4.73 -3.12 1.10  0.1064
H 5.88 -4.51 0.30  0.0907
H 4.01 -4.38 -0.10  0.0701
H 6.37 -0.01 -0.73  0.0923
H -1.63 3.93 -1.55  0.0718
H -1.09 4.88 -0.01  0.0942
H -2.04 3.15 0.13  0.0880
C -5.23 2.57 -3.65  -0.0084
C -4.49 2.66 -2.35  -0.5374
O -4.14 3.74 -1.87  0.0006
N -4.21 1.50 -1.68  0.0090
C -4.53 0.15 -2.07  -0.0737
H -5.38 3.57 -4.06  0.0632
H -4.65 1.99 -4.37  0.0928
H -6.21 2.11 -3.49  0.0877
H -3.71 1.65 -0.82  0.1250
H -5.14 -0.29 -1.28  0.0790
H -3.59 -0.41 -2.15  0.0875
H -5.06 0.10 -3.02  0.0766
C -4.96 -0.18 2.53  -0.0106
C -4.58 -1.60 2.22  -0.5502
O -3.81 -1.88 1.30  0.0106
N -5.12 -2.59 2.99  -0.0017
C -6.03 -2.47 4.10  -0.0836
H -4.46 0.50 1.83  0.0776
H -6.04 -0.04 2.42  0.0862
H -4.65 0.08 3.55  0.0873
H -4.81 -3.52 2.71  0.1429
H -5.55 -2.91 4.98  0.0834
H -6.93 -3.03 3.86  0.0826
H -6.29 -1.43 4.31  0.0763
C 4.86 0.33 5.31  -0.0117
C 3.57 0.71 4.64  -0.5362
O 2.92 -0.08 3.97  0.0116
N 3.12 1.99 4.80  0.0075
C 3.73 3.07 5.55  -0.0785
H 5.08 -0.72 5.09  0.0856
H 5.68 0.94 4.93  0.0855
H 4.77 0.44 6.39  0.0844
H 2.24 2.17 4.33  0.0788
H 3.02 3.39 6.31  0.0827
H 3.92 3.89 4.86  0.0798
H 4.66 2.77 6.03  0.0759
C -4.03 6.12 -5.16  -0.0048
C -4.38 5.48 -6.47  -0.5418
O -4.57 4.27 -6.58  0.0158
N -4.48 6.27 -7.58  -0.0044
C -4.30 7.70 -7.67  -0.0845
H -3.99 5.36 -4.38  0.0679
H -3.05 6.60 -5.23  0.0888
H -4.80 6.85 -4.89  0.0898
H -4.72 5.76 -8.42  0.1417
H -5.23 8.14 -8.04  0.0824
H -3.50 7.89 -8.38  0.0827
H -4.05 8.15 -6.71  0.0763
C 1.92 -7.14 -0.61  -0.0090
C 2.66 -7.05 0.69  -0.5355
O 3.01 -5.97 1.17  0.0060
N 2.95 -8.21 1.36  -0.0012
C 2.62 -9.56 0.97  -0.0828
H 1.77 -6.14 -1.02  0.0837
H 2.50 -7.72 -1.33  0.0879
H 0.94 -7.60 -0.45  0.0864
H 3.45 -8.06 2.23  0.1436
H 2.01 -10.00 1.76  0.0832
H 3.56 -10.12 0.89  0.0836
H 2.09 -9.61 0.02  0.0764

=====

(2)
C5H7ClFNS | ωB97M-V with the def2-TZVPD basis set

Relative energy (zero: lowest compared OMol25 entry of this formula, charge and spin): 220.3 kJ/mol

Each line ends with the natural charge from an NBO analysis.
CARTESIAN COORDINATES (ANGSTROEM)
C -2.15 -0.21 -0.41  -0.0682
C -1.20 0.21 0.63  0.2124
C 0.61 0.02 -0.39  -0.3991
C 1.24 0.44 0.91  -0.4249
C 2.07 0.34 -0.32  -0.2122
H -2.70 0.66 -0.77  0.2097
H -1.59 -0.66 -1.24  0.2103
H -0.83 -1.75 0.19  0.1227
H -0.01 0.77 -0.89  0.2279
H 1.00 1.43 1.28  0.2772
H 1.40 -0.32 1.68  0.2512
H 2.78 -0.47 -0.41  0.2267
N -0.45 0.55 1.44  -0.3158
F -3.02 -1.14 0.10  -0.3388
S 0.16 -1.68 -0.70  0.0599
Cl 2.67 1.81 -1.09  -0.0391

=====

(3)
C7H14N | ωB97M-V with the def2-TZVPD basis set

Relative energy (zero: lowest compared OMol25 entry of this formula, charge and spin): 291.2 kJ/mol
Total charge: +1

Each line ends with the natural charge from an NBO analysis.
CARTESIAN COORDINATES (ANGSTROEM)
C 0.95 2.67 0.08  -0.2513
C 1.75 -0.42 -0.08  -0.4445
C -0.11 2.44 -0.43  -0.2550
C -0.55 -0.95 -1.74  -0.6834
C -1.98 -0.19 0.07  -0.7007
C 0.24 -0.20 1.83  -0.4391
C -0.56 -0.42 -0.34  0.5357
N 0.46 -0.38 0.44  -0.2850
H 1.78 3.34 0.29  0.2681
H 1.93 -1.49 -0.33  0.2328
H 2.60 -0.22 0.71  0.2627
H 1.82 0.07 -1.03  0.2472
H -1.11 2.11 -0.81  0.2444
H -0.52 -1.99 -1.63  0.2733
H 0.28 -0.73 -2.34  0.2497
H -1.39 -0.56 -2.21  0.2402
H -2.48 0.04 -0.82  0.2415
H -2.47 -0.87 0.70  0.2818
H -1.93 0.68 0.71  0.2530
H -0.41 -1.06 2.19  0.2328
H -0.16 0.76 2.04  0.2478
H 1.15 -0.30 2.42  0.2481

=====

(4)
C15H25KN4O2 | ωB97M-V with the def2-TZVPD basis set

Relative energy (zero: lowest compared OMol25 entry of this formula, charge and spin): 49.9 kJ/mol

Each line ends with the natural charge from an NBO analysis.
CARTESIAN COORDINATES (ANGSTROEM)
K 0.22 0.97 0.90  0.9020
C -0.84 -3.12 -0.34  -0.4229
N -0.98 -1.76 -0.85  -0.4328
C -2.15 -1.65 -1.69  -0.4058
C 0.20 -1.29 -1.57  -0.2497
C 1.44 -1.34 -0.69  -0.2520
N 2.25 -0.13 -0.79  -0.4633
C 3.36 -0.19 0.15  -0.4296
C 2.74 0.09 -2.14  -0.4177
H -0.66 -3.85 -1.15  0.1571
H -1.76 -3.40 0.18  0.2098
H -0.04 -3.18 0.39  0.2165
H -2.12 -2.33 -2.56  0.1614
H -2.24 -0.63 -2.06  0.1869
H -3.04 -1.90 -1.11  0.2051
H 0.00 -0.25 -1.84  0.2123
H 0.36 -1.85 -2.51  0.1645
H 2.04 -2.25 -0.88  0.1771
H 1.13 -1.43 0.36  0.2194
H 4.06 -1.01 -0.09  0.1718
H 2.99 -0.35 1.16  0.2285
H 3.92 0.75 0.12  0.1952
H 3.40 -0.73 -2.48  0.1688
H 3.31 1.02 -2.18  0.1998
H 1.91 0.17 -2.85  0.2032
C -2.49 -0.67 2.68  -0.2403
O -1.26 -0.02 2.67  -0.8054
C 0.04 -1.15 2.83  0.4121
O 1.03 -0.50 2.78  -0.7383
H -2.93 -0.70 3.68  0.1494
H -2.38 -1.71 2.34  0.1579
H -3.21 -0.17 2.01  0.1415
N -2.87 3.46 -1.91  -0.5442
C -2.51 2.19 -1.60  0.2332
N -1.28 2.08 -1.21  -0.5070
C -0.77 3.37 -1.26  0.0586
C 0.51 3.86 -0.95  -0.2109
C 0.71 5.22 -1.08  -0.2194
C -0.29 6.09 -1.51  -0.2048
C -1.55 5.62 -1.83  -0.2471
C -1.76 4.26 -1.70  0.1542
H -3.78 3.76 -2.22  0.4237
H -3.22 1.38 -1.66  0.2081
H 1.32 3.22 -0.63  0.2151
H 1.69 5.62 -0.85  0.2181
H -0.07 7.14 -1.60  0.2196
H -2.33 6.29 -2.17  0.2204